#one
The following is a quantum chemistry calculation of a cluster of 3 separate species, C2H11N2O2 in total, from OMol25.

```
! RIJCOSX wB97M-V def2-TZVPD def2/J DEFGRID3
* xyz 1 1
C 0.82 -1.08 -1.27
N -1.92 0.35 0.66
C -1.13 -0.06 -0.34
N -0.21 -1.00 -0.18
H 1.88 -1.31 -0.83
H 0.91 -0.07 -1.82
H 0.74 -1.92 -1.96
H -1.75 0.02 1.66
H -2.66 1.03 0.35
H -1.30 0.28 -1.39
H -0.16 -1.61 0.70
H 1.82 1.80 -1.47
H 1.03 2.98 -2.00
O 1.02 2.25 -1.31
H 0.65 0.17 3.12
H 0.21 -1.36 3.29
O 0.04 -0.47 2.78
*
```

The value obtained for the gap between HOMO and LUMO is 11.5 eV.

Löwdin atomic charge list, values in e, 6 entries: C -0.05; N 0.16; C -0.17; N 0.00; H 0.13; H 0.09

---

#two
The following is a quantum chemistry calculation of a cluster of 3 separate species, C2H11N2O2 in total, from OMol25.

```
! RIJCOSX wB97M-V def2-TZVPD def2/J DEFGRID3
* xyz 1 1
C 0.57 -1.90 -1.61
N -0.78 0.26 1.05
C -0.67 -0.71 0.17
N 0.39 -0.89 -0.57
H -0.23 -1.81 -2.33
H 0.36 -2.90 -1.22
H 1.59 -1.83 -1.98
H -0.01 0.49 1.67
H -1.68 0.37 1.48
H -1.54 -1.30 -0.08
H 1.13 -0.22 -0.40
H -2.94 3.05 -0.48
H -1.85 3.33 -1.44
O -2.16 2.62 -0.86
H 2.77 1.23 2.09
H 2.83 -0.21 2.46
O 2.23 0.43 2.06
*
```

The value obtained for the gap between HOMO and LUMO is 11.3 eV.

Löwdin atomic charge list, values in e, 6 entries: C -0.01; N 0.19; C -0.13; N 0.03; H 0.10; H 0.10

---

Referenced to the most stable arrangement, the calculated values in kcal/mol are #one 13.7; #two 0.0.

---

#one
The following is a quantum chemistry calculation of a cluster of 3 separate species, C2H11N2O2 in total, from OMol25.

```
! RIJCOSX wB97M-V def2-TZVPD def2/J DEFGRID3
* xyz 1 1
C 1.32 0.67 0.48
N -2.19 0.94 1.55
C -0.94 0.46 1.55
N -0.18 0.48 0.46
H 1.85 -0.19 -0.08
H 1.55 1.66 0.05
H 1.57 0.80 1.59
H -2.81 0.84 0.81
H -2.56 1.17 2.45
H -0.33 0.49 2.46
H -0.64 0.39 -0.41
H 2.20 -1.83 -2.07
H 3.69 -1.78 -1.84
O 2.92 -1.54 -1.42
H -2.07 -1.39 -1.38
H -1.30 -0.70 -2.36
O -2.07 -0.46 -1.84
*
```

The value obtained for the gap between HOMO and LUMO is 10.9 eV.

Löwdin atomic charge list, values in e, 6 entries: C 0.00; N 0.20; C -0.09; N 0.01; H 0.09; H 0.10

---

#two
The following is a quantum chemistry calculation of a cluster of 3 separate species, C2H11N2O2 in total, from OMol25.

```
! RIJCOSX wB97M-V def2-TZVPD def2/J DEFGRID3
* xyz 1 1
C 2.55 -0.39 1.27
N 1.41 -0.02 0.42
C 1.35 -0.28 -0.85
N 0.44 0.22 -1.66
H 2.33 -1.35 1.77
H 2.64 0.37 2.04
H 3.40 -0.57 0.61
H 0.64 0.50 0.82
H 2.13 -0.90 -1.29
H -0.19 0.92 -1.27
H 0.54 0.11 -2.65
H -3.06 -1.02 -0.63
H -3.67 -1.53 0.64
O -3.34 -0.71 0.24
H -1.78 1.99 0.64
H -1.81 0.48 0.70
O -1.29 1.22 0.33
*
```

The value obtained for the gap between HOMO and LUMO is 11.7 eV.

Löwdin atomic charge list, values in e, 6 entries: C -0.01; N 0.02; C -0.15; N 0.18; H 0.10; H 0.10

---

Referenced to the most stable arrangement, the calculated values in kcal/mol are #one 35.9; #two 0.0.

---

#one
The following is a quantum chemistry calculation of a cluster of 3 separate species, C2H11N2O2 in total, from OMol25.

```
! RIJCOSX wB97M-V def2-TZVPD def2/J DEFGRID3
* xyz 1 1
C 0.20 0.38 -0.75
C 1.33 0.97 -0.31
N 2.36 1.31 -1.31
N -0.88 0.17 -0.02
H 0.17 0.07 -1.79
H 1.50 1.39 0.67
H 2.26 0.79 -2.18
H 2.51 2.28 -1.61
H 3.26 0.99 -0.95
H -0.89 0.45 0.95
H -1.51 -0.62 -0.18
H 0.69 -1.07 3.29
H -0.80 -0.69 3.48
O -0.13 -0.88 2.82
H -3.11 -2.11 -1.41
H -3.82 -1.91 -0.05
O -3.15 -1.54 -0.64
*
```

The value obtained for the gap between HOMO and LUMO is 9.2 eV.

Löwdin atomic charge list, values in e, 6 entries: C -0.19; C -0.10; N 0.16; N 0.12; H 0.13; H 0.11

---

#two
The following is a quantum chemistry calculation of a cluster of 3 separate species, C2H11N2O2 in total, from OMol25.

```
! RIJCOSX wB97M-V def2-TZVPD def2/J DEFGRID3
* xyz 1 1
C 2.26 -0.47 0.79
N 1.29 0.48 0.23
C 0.90 0.23 -1.01
N -0.03 1.05 -1.48
H 2.89 -0.19 1.71
H 1.75 -1.42 1.07
H 3.00 -0.79 0.03
H 0.83 1.35 0.63
H 1.51 -0.32 -1.81
H -0.87 1.21 -0.75
H -0.17 1.38 -2.48
H -2.21 -2.27 1.19
H -1.27 -1.86 0.15
O -1.89 -1.42 0.74
H -3.27 1.50 0.59
H -2.45 0.26 0.22
O -2.28 1.27 0.19
*
```

The value obtained for the gap between HOMO and LUMO is 10.6 eV.

Löwdin atomic charge list, values in e, 6 entries: C -0.06; N 0.01; C -0.18; N 0.12; H 0.12; H 0.09

---

Referenced to the most stable arrangement, the calculated values in kcal/mol are #one 0.0; #two 16.2.